1.
Entry from the Open Molecules 2025 dataset: C38H45AuCl5N5SbSi3 as an isolated structure at a distorted geometry (the ωB97M-V functional and the def2-TZVPD basis).

Positions of all 98 atoms, in Å:
Au1 0.984 0.620 0.137
C1 -3.137 -0.092 -2.502
Sb1 -1.035 0.373 -2.269
C2 -1.104 0.516 -0.036
C3 -1.685 -0.591 0.794
C4 -2.090 -1.830 0.306
C5 -2.630 -2.771 1.163
C6 -2.753 -2.467 2.509
C7 -2.311 -1.223 2.925
N1 -1.792 -0.311 2.105
Si1 -2.189 2.099 0.289
C8 -1.872 3.178 1.790
C9 -2.102 3.281 -1.175
C10 -3.979 1.566 0.443
C11 0.039 -1.551 -2.637
C12 0.522 -2.179 -1.377
C13 0.591 -3.579 -1.274
C14 0.953 -4.214 -0.112
C15 1.266 -3.445 1.001
C16 1.253 -2.086 0.854
N2 0.930 -1.458 -0.300
Si2 -1.103 -2.684 -3.726
C17 -1.946 -1.693 -5.092
C18 -0.239 -4.077 -4.653
C19 -2.439 -3.541 -2.718
Si3 1.612 -1.190 -3.729
C20 1.178 -0.723 -5.488
C21 2.668 0.200 -3.088
C22 2.714 -2.702 -3.690
H1 -3.610 0.883 -2.619
H2 -3.560 -0.593 -1.638
H3 -3.332 -0.666 -3.401
H4 -1.989 -2.056 -0.742
H5 -2.956 -3.730 0.779
H6 -3.176 -3.166 3.216
H7 -2.385 -0.934 3.968
H8 -0.913 3.695 1.760
H9 -1.979 2.637 2.729
H10 -2.655 3.942 1.770
H11 -1.096 3.555 -1.492
H12 -2.607 4.201 -0.868
H13 -2.633 2.912 -2.055
H14 -4.151 0.870 1.265
H15 -4.372 1.119 -0.467
H16 -4.570 2.464 0.644
H17 0.342 -4.164 -2.144
H18 0.983 -5.295 -0.069
H19 1.529 -3.880 1.953
H20 1.517 -1.449 1.685
H21 -1.499 -1.931 -6.054
H22 -1.934 -0.608 -4.994
H23 -2.993 -2.005 -5.142
H24 0.463 -3.704 -5.396
H25 -1.032 -4.598 -5.198
H26 0.278 -4.827 -4.056
H27 -3.199 -2.865 -2.332
H28 -2.048 -4.137 -1.891
H29 -2.943 -4.232 -3.400
H30 0.487 0.119 -5.541
H31 0.783 -1.534 -6.092
H32 2.114 -0.400 -5.951
H33 2.132 1.128 -2.897
H34 3.413 0.408 -3.862
H35 3.209 -0.099 -2.193
H36 2.255 -3.605 -4.091
H37 3.057 -2.917 -2.676
H38 3.602 -2.489 -4.291
Cl1 4.132 -1.041 1.194
C23 4.220 0.450 0.309
C24 3.050 1.073 -0.081
C25 3.200 2.275 -0.767
Cl2 1.732 3.109 -1.249
C26 4.425 2.842 -1.085
Cl3 4.517 4.322 -1.945
C27 5.584 2.174 -0.689
Cl4 7.121 2.832 -1.064
C28 5.482 0.976 0.016
Cl5 6.906 0.161 0.517
N3 -1.743 2.491 10.147
C29 -1.303 2.498 9.087
C30 -0.755 2.505 7.756
C31 -0.716 3.692 7.028
C32 -0.200 3.696 5.745
C33 0.286 2.514 5.208
C34 0.263 1.329 5.927
C35 -0.268 1.323 7.204
N4 0.808 2.515 3.880
C36 1.665 3.442 3.325
C37 1.837 3.079 2.031
N5 1.074 1.954 1.792
C38 0.478 1.636 2.923
H39 -1.102 4.602 7.465
H40 -0.192 4.603 5.156
H41 0.675 0.426 5.495
H42 -0.294 0.411 7.783
H43 2.091 4.242 3.903
H44 2.449 3.542 1.283
H45 -0.259 0.852 3.036

Cartesian forces, eV/Å:
0.4 -0.1 0.9
0.0 0.0 0.0
0.0 0.1 0.0
-0.6 0.0 -0.2
0.2 0.0 0.0
0.0 0.0 0.0
0.0 0.0 0.0
0.0 0.0 0.0
0.0 0.0 0.0
0.0 0.0 0.0
0.0 0.1 0.0
0.1 0.0 0.0
0.0 0.0 0.0
0.0 0.0 0.0
0.0 0.0 0.0
0.0 0.0 0.0
0.0 0.0 0.0
0.0 0.0 0.0
0.0 0.0 0.0
-0.1 0.0 0.0
0.0 0.0 -0.3
0.0 0.0 0.0
0.0 0.0 0.0
0.0 0.0 0.0
0.0 0.0 0.0
0.0 0.0 0.0
0.0 0.0 0.1
0.0 -0.1 0.0
0.0 0.0 0.0
0.0 0.0 0.0
0.0 0.0 0.0
0.0 0.0 0.1
0.0 0.0 -0.1
0.0 0.0 0.0
0.0 0.0 0.0
0.0 0.0 0.0
0.0 0.0 0.0
0.0 0.0 0.0
0.0 0.0 0.0
0.1 0.0 0.0
0.0 0.0 0.0
0.0 0.0 0.0
0.0 0.0 0.0
0.0 0.0 0.0
0.0 0.0 0.0
0.0 0.0 0.0
0.0 0.0 0.0
0.0 0.0 0.0
0.0 0.0 0.0
0.1 0.0 -0.1
0.1 0.0 0.0
0.0 0.0 0.0
0.0 0.0 0.0
0.0 0.0 0.0
0.0 0.0 0.0
0.0 0.0 0.0
0.0 0.0 0.0
0.0 0.0 0.0
0.0 0.0 0.0
-0.1 -0.1 -0.1
0.0 0.0 0.0
0.0 0.0 0.0
0.0 0.0 0.0
0.0 0.0 0.0
0.0 0.0 0.0
0.0 0.0 0.0
0.0 0.0 0.0
0.1 0.0 0.0
0.0 0.0 0.1
0.0 0.2 -0.1
-0.1 0.0 0.1
0.2 0.1 -0.2
0.0 -0.1 0.0
0.0 0.0 0.0
0.0 0.0 0.0
0.0 0.0 0.0
0.0 0.0 0.0
0.0 0.0 0.0
0.0 0.0 0.0
0.0 0.0 -0.1
0.0 0.0 0.0
0.0 0.0 0.0
0.0 0.0 0.0
0.0 0.0 0.0
0.0 0.0 0.0
0.0 0.0 0.0
0.0 0.0 0.0
0.0 0.0 0.0
-0.1 0.0 0.1
0.0 0.1 -0.4
-0.2 -0.1 0.0
0.0 0.0 0.0
0.0 0.0 0.0
0.0 0.0 0.0
0.0 0.0 0.0
0.0 0.0 0.0
0.0 0.0 0.0
0.0 0.0 0.0

Highest occupied orbital energy: -0.4028 Ha
LUMO energy: -0.14216 hartree
Net charge: +1
Multiplicity: 1
Orbital gap: 0.2607 Ha
Electronic energy: -5294.023808 Ha

***

2.
Entry from the Open Molecules 2025 dataset: C38H45N7O4PPdS as an isolated structure at a distorted geometry (the ωB97M-V functional and the def2-TZVPD basis).

Positions of all 97 atoms, in Å:
Pd1 -0.103 0.614 0.100
C1 2.285 0.957 3.800
N1 1.688 -0.071 2.953
C2 0.279 -0.256 3.287
C3 2.233 -0.312 1.725
N2 1.579 -0.765 0.685
C4 2.320 -1.312 -0.364
C5 3.190 -2.347 -0.060
C6 4.194 -2.745 -0.953
C7 4.386 -2.047 -2.113
C8 3.451 -1.063 -2.515
C9 3.650 -0.325 -3.707
C10 2.709 0.569 -4.134
C11 1.467 0.630 -3.492
C12 1.215 -0.108 -2.352
N3 -0.095 -0.234 -1.905
C13 -1.085 -0.640 -2.638
N4 -2.412 -0.383 -2.390
C14 -2.842 0.673 -1.490
C15 -3.344 -1.500 -2.397
N5 -0.903 -1.384 -3.788
C16 -1.734 -1.168 -4.951
C17 0.313 -2.113 -4.064
C18 2.296 -0.812 -1.714
N6 3.610 -0.116 1.695
C19 4.479 -0.849 2.578
C20 4.235 0.589 0.595
H1 1.583 1.789 3.899
H2 3.199 1.343 3.362
H3 2.499 0.547 4.791
H4 0.217 -0.583 4.330
H5 -0.202 -0.986 2.639
H6 -0.249 0.690 3.180
H7 3.119 -2.803 0.920
H8 4.865 -3.549 -0.677
H9 5.238 -2.250 -2.750
H10 4.569 -0.470 -4.263
H11 2.888 1.173 -5.015
H12 0.667 1.243 -3.887
H13 -2.229 1.559 -1.619
H14 -2.803 0.360 -0.442
H15 -3.876 0.917 -1.744
H16 -2.984 -2.303 -3.034
H17 -4.315 -1.155 -2.760
H18 -3.465 -1.886 -1.379
H19 -2.518 -0.451 -4.724
H20 -2.192 -2.106 -5.285
H21 -1.124 -0.775 -5.774
H22 0.828 -2.338 -3.140
H23 0.990 -1.557 -4.723
H24 0.046 -3.059 -4.542
H25 3.887 -1.490 3.231
H26 5.086 -0.178 3.201
H27 5.160 -1.480 1.994
H28 3.493 1.224 0.115
H29 4.690 -0.085 -0.141
H30 5.022 1.233 1.002
O1 0.628 4.413 0.413
S1 0.359 3.001 0.251
O2 -0.401 2.693 -0.998
O3 -0.465 2.454 1.392
O4 1.616 2.183 0.209
N7 -1.247 -1.384 0.558
P1 -1.288 -2.899 0.614
C21 -2.949 -3.502 1.211
C22 -3.391 -4.821 1.281
C23 -4.670 -5.114 1.732
C24 -5.527 -4.093 2.120
C25 -5.095 -2.777 2.064
C26 -3.813 -2.488 1.615
C27 -0.226 -3.927 1.788
C28 -0.085 -5.313 1.689
C29 0.595 -6.035 2.658
C30 1.155 -5.387 3.751
C31 1.039 -4.010 3.855
C32 0.350 -3.293 2.885
C33 -1.022 -4.004 -0.871
C34 -2.049 -4.577 -1.615
C35 -1.772 -5.493 -2.622
C36 -0.460 -5.846 -2.906
C37 0.577 -5.247 -2.204
C38 0.294 -4.332 -1.202
H31 -2.748 -5.634 0.973
H32 -4.997 -6.147 1.780
H33 -6.530 -4.327 2.459
H34 -5.756 -1.975 2.369
H35 -3.447 -1.469 1.552
H36 -0.493 -5.850 0.843
H37 0.688 -7.110 2.559
H38 1.679 -5.954 4.510
H39 1.482 -3.494 4.699
H40 0.262 -2.219 2.971
H41 -3.079 -4.338 -1.381
H42 -2.586 -5.960 -3.163
H43 -0.247 -6.586 -3.668
H44 1.606 -5.502 -2.424
H45 1.101 -3.885 -0.635

Cartesian forces, eV/Å:
-3.4 -1.7 -1.7
0.0 0.0 0.0
-0.2 0.4 -0.1
0.0 0.3 -0.3
0.5 -1.0 -0.7
0.7 0.2 0.8
0.2 -0.3 0.5
-0.1 0.0 -0.2
0.1 0.0 0.0
0.1 -0.1 0.0
-0.2 0.0 0.2
-0.1 0.1 -0.2
0.2 -0.1 -0.1
-0.2 0.0 0.5
0.6 0.3 -0.8
0.0 0.6 2.1
-0.3 -0.2 -0.5
0.3 -0.1 0.4
0.1 0.2 0.1
0.0 -0.1 -0.1
0.1 0.2 0.1
0.0 0.0 -0.1
0.0 -0.2 -0.1
0.0 0.0 0.0
0.2 0.2 0.1
-0.1 0.2 0.0
0.0 0.0 0.0
0.0 0.0 0.0
0.0 0.0 0.0
0.0 0.0 0.0
0.0 0.0 0.0
-0.2 1.1 -0.2
-0.1 0.2 0.0
0.0 0.0 0.0
0.0 0.0 0.0
0.0 0.0 0.0
0.0 0.0 0.0
0.0 0.0 0.0
0.0 0.0 0.0
0.1 0.1 0.0
0.0 -0.1 0.0
0.0 0.0 0.0
0.0 0.0 0.0
0.0 0.0 0.0
0.0 0.0 0.0
0.0 0.0 0.0
0.0 0.0 0.0
0.0 0.0 0.0
0.0 -0.1 0.0
-0.1 -0.1 0.0
0.0 0.0 0.0
0.0 0.0 0.0
0.0 0.0 0.0
0.0 0.0 0.0
0.1 0.0 0.0
0.0 0.0 0.0
0.0 0.0 0.0
-0.2 -0.1 0.1
1.1 2.0 -0.2
0.1 -0.2 0.1
0.1 -1.2 0.3
0.2 0.6 0.0
0.1 0.5 0.1
-0.2 -0.7 0.2
0.0 0.2 -0.1
0.0 0.0 0.0
0.0 -0.1 0.0
0.0 0.0 0.0
0.0 0.0 0.0
0.0 0.0 0.0
-0.1 0.2 -0.1
0.0 0.0 0.0
0.0 0.0 0.0
0.0 0.0 0.0
0.0 -0.1 0.0
0.1 -0.1 -0.1
0.1 0.2 0.0
0.0 0.0 0.1
0.0 -0.1 -0.1
0.0 0.0 0.0
0.1 0.0 0.0
-0.1 0.1 0.0
0.1 0.0 0.0
0.0 0.0 0.0
0.0 0.0 0.0
0.0 0.0 0.0
0.0 0.0 0.0
0.0 0.0 -0.1
0.0 0.0 0.0
0.0 0.0 0.0
0.0 0.0 0.0
0.3 -1.2 0.1
0.0 0.0 0.0
0.0 0.0 0.0
0.0 0.0 0.0
0.0 0.0 0.0
0.1 0.0 0.0

Highest occupied orbital energy (spin up / spin down): -0.1586 / -0.1567 Ha
LUMO energy (spin up / spin down): 0.08148 / 0.07852 hartree
Net charge: -1
Multiplicity: 1
Orbital gap (spin up / spin down): 0.2401 / 0.2352 Ha
Electronic energy: -3026.652985 Ha
Relative energy (zero: lowest compared OMol25 entry of this formula, charge and spin): 2.429 eV